14
Properties=species:S:1:pos:R:3:nbo_charge:R:1 method="wB97M-V/def2-TZVPD" charge=0 smiles="C=NC.NC=O" homo_energy_ev=-9.80 orbital_gap_ev=10.336
C 1.8260 0.4980 0.6217 -0.457
C -0.1282 1.7182 1.0637 -0.080
N 0.3822 0.4652 1.0717 -0.391
H 1.8128 0.0844 -0.3572 0.187
H 2.3325 1.4005 0.7265 0.185
H 2.4992 -0.0874 1.1173 0.214
H -0.9728 1.9216 1.7518 0.190
H 0.2685 2.4458 0.3926 0.154
C -1.6305 -2.0624 -0.9158 0.529
N -0.8744 -0.9324 -1.3699 -0.841
O -1.3674 -2.8016 0.0197 -0.562
H -2.6561 -1.8693 -1.2541 0.104
H -1.3903 -0.2848 -1.9227 0.373
H -0.1014 -0.4960 -0.9454 0.394

14
Properties=species:S:1:pos:R:3:nbo_charge:R:1 method="wB97M-V/def2-TZVPD" charge=0 smiles="C[C@H](N)C(N)=O" homo_energy_ev=-9.01 orbital_gap_ev=9.948
N -0.1613 1.5180 0.8316 -0.844
C 0.1883 0.2008 0.3303 -0.142
C -0.1914 -0.9328 1.2561 -0.617
C -0.2937 -0.0339 -1.1177 0.664
N 0.6898 -0.4720 -1.9714 -0.841
O -1.4233 0.2590 -1.4472 -0.611
H -0.3209 2.1975 0.1007 0.372
H -0.8790 1.6641 1.5315 0.373
H 1.2876 0.3001 0.3128 0.175
H -1.1410 -0.7810 1.7795 0.219
H -0.2680 -1.9132 0.7833 0.221
H 0.5207 -1.0500 2.0761 0.217
H 0.4372 -0.2841 -2.9232 0.414
H 1.5549 -0.6725 -1.5426 0.401

15
Properties=species:S:1:pos:R:3:nbo_charge:R:1 method="wB97M-V/def2-TZVPD" charge=0 homo_energy_ev=-7.18 orbital_gap_ev=3.001
O 1.9791 -0.6259 -1.4538 -0.509
C 1.5265 -0.3701 -0.2972 0.206
N -1.7811 1.2229 -0.0912 -0.667
C -2.9903 1.0421 0.5645 0.021
O -3.9681 0.3400 -0.3035 -0.714
C 2.2480 -0.6045 0.8959 0.095
N 3.5540 -1.2265 0.6729 -0.754
H -1.7388 2.1271 -0.5850 0.316
H -2.8396 0.3265 1.4159 0.146
H -3.5256 1.9314 0.9557 0.145
H -3.3543 0.2294 -1.0554 0.465
H 1.8431 -0.7415 1.8715 0.218
H 0.4780 0.0445 -0.2051 0.208
H 3.5266 -1.3904 -0.3500 0.409
H 4.4073 -0.6202 0.9583 0.416

15
Properties=species:S:1:pos:R:3:nbo_charge:R:1 method="wB97M-V/def2-TZVPD" charge=0 smiles=c1c[nH]cn1.O.O homo_energy_ev=-8.68 orbital_gap_ev=9.234
C 1.2662 -0.1814 -1.1808 -0.103
C 2.3133 0.0630 -0.3280 -0.125
N 2.2461 -0.8813 0.7493 -0.456
C 1.1454 -1.4999 0.5045 0.180
N 0.4825 -1.1712 -0.6265 -0.549
H 1.0827 0.3284 -2.1121 0.213
H 3.2661 0.5122 -0.5387 0.209
H 0.6467 -2.2220 1.1460 0.180
H -0.5025 -1.2128 -0.8317 0.443
H -0.9162 1.5149 2.4709 0.469
H -1.3551 2.8949 2.2565 0.466
O -1.1663 2.0929 1.7414 -0.935
H -2.6233 0.3749 -0.4967 0.483
H -3.2081 -0.1780 -1.7421 0.472
O -2.6774 -0.4343 -1.0120 -0.949

15
Properties=species:S:1:pos:R:3:nbo_charge:R:1 method="wB97M-V/def2-TZVPD" charge=0 homo_energy_ev=-9.06 orbital_gap_ev=8.699
C 0.6306 0.7448 1.0678 -0.656
C 1.3477 -0.4012 -1.0681 -0.633
C 0.2974 -0.3085 0.0285 0.371
O 0.0217 -1.5813 0.6393 -0.323
H 1.0628 -1.1678 -1.7842 0.234
H 1.4516 0.5569 -1.5758 0.220
H 0.6598 1.7353 0.6158 0.235
H -0.0868 0.7393 1.8860 0.218
H 1.6094 0.5112 1.4841 0.230
H 2.3008 -0.6764 -0.6209 0.214
N -1.9867 0.6368 -0.0644 -0.646
N -1.0638 -0.2292 -0.5909 -0.039
O -1.2743 -1.5741 -0.4293 -0.132
H -2.0973 0.5241 0.9451 0.334
H -2.8731 0.4900 -0.5331 0.372

15
Properties=species:S:1:pos:R:3:nbo_charge:R:1 method="wB97M-V/def2-TZVPD" charge=0 smiles="NC(=O)NCCO" homo_energy_ev=-9.77 orbital_gap_ev=10.424
N -2.5446 -0.4852 0.0669 -0.841
C -1.1952 -0.4382 -0.2302 0.787
O -0.6843 -1.2303 -1.0169 -0.680
N -0.5036 0.5561 0.4047 -0.635
C 0.8700 0.8901 0.0328 -0.250
C 1.8886 -0.2185 0.3266 -0.069
O 2.0530 -1.1293 -0.7247 -0.733
H -2.9773 -1.3436 -0.2423 0.403
H -2.8338 -0.1847 0.9867 0.384
H -1.0561 1.3077 0.7892 0.391
H 1.1266 1.7820 0.6130 0.205
H 0.9399 1.1445 -1.0332 0.204
H 1.5985 -0.7109 1.2708 0.157
H 2.8681 0.2461 0.4886 0.179
H 1.1560 -1.4026 -0.9890 0.498

15
Properties=species:S:1:pos:R:3:nbo_charge:R:1 method="wB97M-V/def2-TZVPD" charge=0 homo_energy_ev=-9.40 orbital_gap_ev=10.383
C 1.7452 -0.8160 -0.1317 -0.425
C 0.0882 1.4228 -1.2172 -0.701
N -1.7351 -0.2127 1.6500 -0.031
C -0.2727 0.4475 -0.1227 0.578
O -1.4635 0.7083 0.4078 -0.425
O -1.9376 -1.5208 1.2587 -0.555
N 0.4169 -0.5226 0.3233 -0.560
H -1.0327 -1.8752 1.1617 0.500
H -2.6791 0.1525 1.8068 0.342
H 1.7425 -1.7917 -0.6257 0.197
H 2.3957 -0.8869 0.7427 0.203
H 2.1917 -0.0887 -0.8172 0.170
H 0.3331 0.8886 -2.1341 0.232
H 0.9587 2.0045 -0.9162 0.235
H -0.7512 2.0903 -1.3862 0.240

15
Properties=species:S:1:pos:R:3:nbo_charge:R:1 method="wB97M-V/def2-TZVPD" charge=0 smiles="CCOC(=O)NN" homo_energy_ev=-9.65 orbital_gap_ev=10.519
C -1.3706 0.7902 0.0538 -0.038
C -1.3730 -0.6199 0.5158 -0.690
N 1.3777 -0.5234 -0.5401 -0.507
C 0.7648 0.5682 -1.1736 0.867
N 1.9735 -0.3866 0.7421 -0.641
O 0.1020 1.3077 -0.2720 -0.590
O 0.6558 0.6129 -2.3732 -0.594
H 1.9414 -1.1058 -1.1494 0.390
H 1.3216 -0.7439 1.4368 0.342
H 2.0831 0.6003 0.9534 0.359
H -1.8971 0.9421 -0.8905 0.202
H -1.6665 1.5128 0.8139 0.203
H -0.5017 -1.1528 -0.0424 0.257
H -1.0699 -0.7099 1.5570 0.206
H -2.3411 -1.0918 0.3685 0.234

15
Properties=species:S:1:pos:R:3:nbo_charge:R:1 method="wB97M-V/def2-TZVPD" charge=0 homo_energy_ev="-7.44 / -7.43" orbital_gap_ev="7.413 / 7.412"
C 0.0549 0.5481 -0.0212 -0.346
C -2.7048 0.1771 0.0443 -0.256
N 1.9166 0.2392 -0.7702 -0.530
C 0.1982 -0.7360 0.4036 0.888
N 2.9615 -0.2121 0.0256 -0.652
O -1.6597 0.4892 0.9107 -0.767
O 0.4044 -1.8080 0.7458 -0.378
H 1.8097 -0.4358 -1.5286 0.324
H 2.8401 -1.1191 0.4799 0.328
H 3.2358 0.4953 0.6932 0.355
H 0.3687 1.3441 0.6353 0.300
H -0.3458 0.7668 -1.0019 0.283
H -2.8278 0.9196 -0.7665 0.139
H -2.5958 -0.8131 -0.4425 0.128
H -3.6559 0.1447 0.5925 0.182

15
Properties=species:S:1:pos:R:3:nbo_charge:R:1 method="wB97M-V/def2-TZVPD" charge=0 smiles="C[C@@H](O)/N=C(/N)O" homo_energy_ev=-8.95 orbital_gap_ev=9.696
C 1.5149 0.2095 -0.1439 0.711
C -1.8960 -0.0808 0.9274 -0.629
C -0.7203 -0.5415 0.0726 0.227
N 2.7110 0.6644 0.2684 -0.807
O 1.5307 -0.0375 -1.4573 -0.706
O -1.0067 -0.2776 -1.3013 -0.765
N 0.4908 0.0643 0.6032 -0.618
H 0.6137 -0.2109 -1.7505 0.517
H -1.9346 -0.5357 -1.4456 0.492
H -0.6269 -1.6285 0.1756 0.145
H 2.6689 1.2157 1.1142 0.398
H 3.2752 1.0526 -0.4750 0.395
H -1.6673 -0.1394 1.9964 0.234
H -2.7751 -0.7044 0.7294 0.191
H -2.1781 0.9498 0.6862 0.214

15
Properties=species:S:1:pos:R:3:nbo_charge:R:1 method="wB97M-V/def2-TZVPD" charge=0 smiles="O=C1NCCO1.N" homo_energy_ev=-9.72 orbital_gap_ev=10.576
N 2.5819 0.7096 0.2181 -1.105
C -0.5146 1.0167 -0.1923 0.880
O 0.0052 2.1095 -0.1675 -0.637
N 0.0008 -0.1516 -0.6751 -0.667
C -0.9311 -1.2468 -0.5264 -0.240
C -1.9549 -0.6210 0.4325 -0.077
O -1.7710 0.7881 0.2878 -0.497
H 2.1098 1.5730 -0.0518 0.396
H 3.5753 0.8263 0.0457 0.365
H 1.0185 -0.2368 -0.6722 0.452
H -0.4602 -2.1395 -0.1053 0.204
H -1.3851 -1.5153 -1.4885 0.189
H -1.7476 -0.8952 1.4741 0.176
H -2.9917 -0.8602 0.1946 0.197
H 2.4647 0.6432 1.2261 0.363

15
Properties=species:S:1:pos:R:3:nbo_charge:R:1 method="wB97M-V/def2-TZVPD" charge=0 smiles="NOC=O.C=NC" homo_energy_ev=-9.65 orbital_gap_ev=10.375
C 1.3504 0.1163 0.8368 -0.503
C 1.6964 0.0933 -1.6614 -0.078
N 1.9721 -0.4775 -0.6002 -0.351
H 1.2095 -0.8015 1.3905 0.221
H 0.6061 0.8989 1.0237 0.198
H 2.2260 0.6517 1.2098 0.216
H 0.8050 0.7723 -1.7249 0.126
H 2.0639 -0.2621 -2.6193 0.180
N -2.3300 0.7116 0.7550 -0.524
C -0.8893 -0.8371 -0.2307 0.636
O -1.7889 -0.6201 0.7725 -0.405
O -0.5876 -1.9469 -0.5551 -0.542
H -2.2252 1.0348 1.7151 0.353
H -3.3283 0.5953 0.5777 0.355
H -0.7801 0.0709 -0.8895 0.119